This record from the Open Molecules 2025 dataset describes one molecule with the formula C6H10. The level of theory is ωB97M-V/def2-TZVPD.

Properties
ΔE to the lowest compared entry with this formula, charge and spin: 130.47 kJ/mol
Net charge: 0
Kohn-Sham gap: 11.0 eV
2S+1: 1
Highest occupied orbital energy: -9.93 eV
DFT total energy: -6382.50728 eV

Last column: natural (NBO) charge in e.
CARTESIAN COORDINATES (ANGSTROEM)
C  -0.77001  0.23545  -1.36218  -0.612
C  -0.83108  0.07444  0.15639  -0.197
C  -0.74795  -1.39756  0.55864  -0.611
C  0.25485  0.91558  0.85886  -0.485
C  1.61672  0.66617  0.37052  0.013
C  2.73101  0.48721  -0.05183  -0.272
H  -1.59783  -0.29666  -1.84398  0.210
H  0.16993  -0.17109  -1.75295  0.215
H  -0.82603  1.28978  -1.65733  0.208
H  -1.79286  0.47170  0.50974  0.198
H  -0.84306  -1.52123  1.64382  0.206
H  -1.54975  -1.97384  0.08302  0.210
H  0.21071  -1.83074  0.24918  0.213
H  0.03252  1.98158  0.72145  0.233
H  0.22087  0.72575  1.93949  0.232
H  3.72198  0.34346  -0.42284  0.239